1.
ORCA calculation (ωB97M-V/def2-TZVPD) on 2 unconnected molecules or ions with the total composition C2H8O2 at a distorted geometry.

```
12
Properties=species:S:1:pos:R:3:mulliken_charge:R:1
C -0.298 -0.065 -1.241 -0.63
C 0.649 -1.209 -1.413 -0.87
H -0.828 0.143 -2.148 0.31
H -1.008 -0.396 -0.395 0.20
H 0.231 0.874 -1.014 0.19
H 0.137 -2.235 -1.469 0.25
H 1.408 -1.216 -0.602 0.26
H 1.144 -1.201 -2.354 0.30
O -0.823 1.222 2.022 -0.32
O -0.696 1.338 3.447 -0.33
H -0.082 1.674 1.635 0.33
H 0.165 1.069 3.533 0.31
```

## Properties
LUMO energy: 0.7 eV
electronic energy: -6295.1583 eV
2S+1: 1
highest occupied orbital energy: -0.38968 hartree
SMILES: CC.OO
frontier orbital gap: 0.417 hartree
energy above the lowest of the compared OMol25 structures with the same formula, charge and spin: 74.99 kcal/mol

2.
ORCA calculation (ωB97M-V/def2-TZVPD) on a molecular structure, C16H16BrF5NO2PdSSbSe5Si at a distorted geometry.

```
50
Properties=species:S:1:pos:R:3:lowdin_spin:R:1
Pd -0.430 -0.724 -1.108 1.05
F 6.356 -1.101 -1.047 0.00
C 5.079 -1.448 -1.287 0.00
C 4.266 -0.637 -2.053 0.00
F 4.756 0.510 -2.549 0.00
C 2.960 -1.009 -2.301 0.00
F 2.227 -0.194 -3.061 0.00
C 2.400 -2.178 -1.790 0.01
S 0.728 -2.633 -2.050 0.07
C 3.258 -2.978 -1.037 0.00
F 2.827 -4.133 -0.514 0.00
C 4.572 -2.629 -0.784 0.00
F 5.365 -3.432 -0.051 0.00
Se -5.197 -3.896 1.908 0.72
Sb -4.640 -2.843 -0.292 0.05
Se -2.143 -2.440 -1.194 0.31
Se -6.412 -3.411 -1.924 0.69
Se -6.314 -1.178 0.438 0.75
C -3.912 1.113 -2.267 0.01
C -2.470 0.813 -1.909 0.01
O -1.717 0.491 -2.858 0.04
O -2.079 0.849 -0.703 0.06
H -3.950 2.012 -2.884 0.00
H -4.534 1.246 -1.383 0.00
H -4.287 0.278 -2.858 0.00
C 0.728 2.727 -1.775 0.00
Si 1.032 2.360 0.041 0.03
C 2.620 3.258 0.534 0.01
C -0.372 3.115 1.040 0.00
Se 1.313 0.189 0.565 0.17
H 0.299 3.730 -1.872 0.00
H 0.028 2.018 -2.223 0.00
H 1.661 2.693 -2.341 0.00
H 2.555 4.321 0.278 0.00
H 3.481 2.830 0.015 0.00
H 2.795 3.174 1.610 0.00
H -0.457 4.193 0.864 0.00
H -0.211 2.945 2.107 0.00
H -1.307 2.630 0.752 0.00
Br 0.892 -3.443 2.284 0.00
C -0.281 -2.032 2.800 0.00
C -0.010 -1.326 3.963 0.00
C -0.863 -0.282 4.273 0.00
C -1.924 0.006 3.425 0.00
C -2.090 -0.774 2.293 0.00
N -1.277 -1.785 1.993 0.01
H 0.846 -1.573 4.574 0.00
H -0.690 0.314 5.161 0.00
H -2.600 0.826 3.623 0.00
H -2.878 -0.565 1.577 0.00
```

## Properties
LUMO energy (alpha / beta): 3.5 / 2.7 eV
electronic energy: -461531.8539 eV
2S+1: 5
highest occupied orbital energy (alpha / beta): -0.07052 / -0.09364 hartree
<S²>: 6.057
frontier orbital gap (alpha / beta): 0.200 / 0.194 hartree
net charge: -2
energy above the lowest of the compared OMol25 structures with the same formula, charge and spin: 4.40 kcal/mol

3.
ORCA calculation (ωB97M-V/def2-TZVPD) on 3 unconnected molecules or ions with the total composition C5H19N2O2 at a distorted geometry.

```
28
Properties=species:S:1:pos:R:3:mulliken_charge:R:1
C 1.044 -0.809 -1.271 -0.57
N 0.280 -0.264 -2.424 -0.37
C -0.612 -1.285 -3.041 -0.96
C 0.210 -0.593 0.022 -0.57
N -0.491 0.751 -0.042 0.02
C 0.400 1.890 0.420 -0.37
C 0.527 1.926 1.930 -1.02
H 2.043 -0.297 -1.201 0.38
H 1.258 -1.924 -1.364 0.33
H 0.903 0.118 -3.142 0.26
H -1.264 -1.711 -2.330 0.34
H -0.043 -2.097 -3.520 0.35
H -1.233 -0.757 -3.815 0.30
H 0.857 -0.631 0.883 0.20
H -0.546 -1.363 0.110 0.40
H -1.385 0.711 0.530 0.27
H -0.779 0.912 -1.046 0.49
H 0.013 2.855 0.040 0.38
H 1.403 1.813 -0.050 0.28
H 1.133 2.798 2.201 0.38
H -0.452 2.045 2.449 0.23
H 0.992 1.037 2.325 0.32
H 1.190 -2.909 2.646 0.28
H 2.609 -2.348 2.364 0.30
O 1.626 -2.212 2.148 -0.59
H -2.980 0.787 2.463 0.29
H -3.796 0.864 1.191 0.29
O -2.909 0.695 1.524 -0.63
```

## Properties
LUMO energy: -2.5 eV
electronic energy: -12562.5568 eV
2S+1: 1
highest occupied orbital energy: -0.47369 hartree
frontier orbital gap: 0.382 hartree
net charge: +1
energy above the lowest of the compared OMol25 structures with the same formula, charge and spin: 1.14 kcal/mol

4.
ORCA calculation (ωB97M-V/def2-TZVPD) on 2 unconnected molecules or ions with the total composition C8H7NO4 at a distorted geometry.

```
20
Properties=species:S:1:pos:R:3:mulliken_charge:R:1
C 2.658 0.463 -0.116 -0.30
C 1.828 1.281 -0.892 -0.67
C 2.159 -0.231 1.023 -0.46
C 0.492 1.345 -0.594 -0.38
C 0.862 -0.270 1.269 -0.44
C -0.040 0.508 0.474 1.03
C -1.400 -2.485 -1.041 0.19
C -1.399 0.427 0.740 -0.56
N -2.419 1.151 0.098 1.09
O -3.356 1.438 0.753 -0.59
O -0.293 -2.404 -1.504 -0.47
O -2.281 1.483 -1.055 -0.63
O -2.083 -1.835 -0.136 -0.34
H 3.707 0.496 -0.362 0.39
H 2.182 1.529 -1.884 0.33
H 2.847 -0.708 1.759 0.32
H -0.307 1.845 -1.078 0.55
H 0.649 -0.750 2.206 0.34
H -2.144 -3.233 -1.432 0.32
H -1.662 -0.047 1.773 0.29
```

## Properties
LUMO energy (alpha / beta): -2.4 / -3.0 eV
electronic energy: -18082.6796 eV
2S+1: 1
highest occupied orbital energy (alpha / beta): -0.37343 / -0.31254 hartree
frontier orbital gap (alpha / beta): 0.284 / 0.203 hartree
energy above the lowest of the compared OMol25 structures with the same formula, charge and spin: 125.82 kcal/mol

5.
ORCA calculation (ωB97M-V/def2-TZVPD) on a single C5H12N2 molecule at a distorted geometry.

```
19
Properties=species:S:1:pos:R:3:mulliken_charge:R:1
C 1.995 -0.233 1.304 -0.91
C 1.503 0.051 0.115 0.39
N 2.118 -0.412 -1.053 -0.51
C 0.164 0.787 -0.072 -1.58
C -1.117 0.107 -0.404 1.04
C -1.363 -1.034 0.638 -1.26
N -2.299 0.993 -0.496 -0.75
H 2.810 -1.113 1.405 0.20
H 1.627 0.119 2.205 0.38
H 3.132 -0.337 -1.150 0.26
H 1.405 -0.074 -1.840 0.29
H 0.268 1.689 -0.671 0.45
H -0.217 1.438 0.799 0.44
H -1.093 -0.454 -1.425 0.16
H -1.079 -0.518 1.603 0.29
H -2.328 -1.693 0.585 0.32
H -0.494 -1.734 0.482 0.33
H -1.985 1.812 -1.099 0.22
H -3.046 0.605 -0.928 0.26
```

## Properties
LUMO energy: 0.9 eV
electronic energy: -8357.5185 eV
2S+1: 1
highest occupied orbital energy: -0.30449 hartree
SMILES: C=C(N)C[C@@H](C)N
frontier orbital gap: 0.339 hartree
energy above the lowest of the compared OMol25 structures with the same formula, charge and spin: 60.37 kcal/mol